Formula: C4H5NO
Source: the OMol25 dataset
Level of theory: ωB97M-V/def2-TZVPD

Structure (XYZ):
```
11
Properties=species:S:1:pos:R:3:nbo_charge:R:1
C -0.32214 1.55129 -1.21605 -0.63
C -0.09574 0.43897 -0.51294 0.47
N -0.18761 0.32664 0.87771 -0.60
C 0.13968 -0.99235 1.21787 -0.11
C 0.33176 -1.65941 0.07977 0.04
O 0.23021 -0.80110 -1.00504 -0.45
H -0.83316 2.36064 -0.71190 0.21
H -0.03693 1.69321 -2.24704 0.22
H 0.15558 1.10930 1.41178 0.41
H 0.17148 -1.31881 2.24475 0.23
H 0.44688 -2.70838 -0.13890 0.22
```

Results
Molecular weight   83.09 g/mol
2S+1   1
Energy above the lowest of the compared OMol25 structures with the same formula, charge and spin   34.10 kcal per mole
Energy   -7765.048 eV
LUMO level   0.97 eV
Frontier orbital gap   8.35 eV